No. 1
The following is a quantum chemistry calculation of a 7-piece molecular cluster, C24H48O10 overall at a distorted geometry, from the OMol25 dataset.

Calculated values
DFT total energy   -1695.111492 Ha
Total charge   0
2S+1   1
ΔE to the lowest compared entry with this formula, charge and spin   1293.0 kJ/mol
Structure (SMILES)   CCOC(C)=O.CCOC(C)=O.CCOC(C)=O.CC(C)=O.CC(C)=O.CC(C)=O.CC(C)=O
Strongest force on any atom   14.25 eV/Å
Orbital gap   9.61 eV
LUMO energy   0.2042 eV

Last column: Mulliken charge in e.
Positions of all 82 atoms, in Å:
1 C 1.501 -4.857 0.724  -1.345
2 H -0.366 -1.949 1.366  -0.192
3 C 0.260 -3.965 0.774  0.694
4 H -4.200 1.055 3.118  0.225
5 H 1.245 1.366 1.828  -0.344
6 C 0.276 -4.125 -3.199  -1.641
7 H 1.606 -2.462 1.283  -0.195
8 C -0.077 5.801 -0.242  -0.934
9 H 5.248 1.675 2.243  0.884
10 H 2.394 -2.091 -0.548  0.192
11 C -2.250 0.343 -1.111  0.576
12 H 1.009 6.333 -0.258  0.275
13 H -1.563 -1.643 -1.998  -0.264
14 H 4.478 0.465 2.892  0.161
15 H 1.125 2.365 0.119  -0.080
16 H -3.253 4.272 0.997  0.321
17 H 3.603 1.455 1.864  0.012
18 O 6.283 0.189 0.510  -0.582
19 O -1.000 0.295 1.498  -0.563
20 O -0.980 0.832 -0.714  -0.182
21 C -4.523 3.051 2.074  0.484
22 H -1.344 -0.812 -4.937  0.278
23 O -0.766 -4.138 0.008  -0.637
24 C 5.118 0.212 0.817  0.619
25 H -3.676 -1.181 -4.119  0.443
26 H 1.688 0.806 0.128  -0.250
27 H -2.959 0.447 -0.259  -0.255
28 H -4.661 1.081 1.615  0.216
29 H -3.632 2.703 0.047  0.182
30 C -1.605 -1.701 -5.229  -0.170
31 H -1.345 -1.888 -6.332  0.346
32 H -0.073 -1.598 5.083  0.370
33 O 2.288 -0.978 3.597  -0.552
34 H -1.486 4.962 -2.540  0.362
35 H -0.333 5.234 0.678  0.251
36 H -0.050 -0.078 5.796  0.391
37 C -2.138 -1.180 -1.171  -1.144
38 O -5.144 4.174 2.328  -0.595
39 H -0.763 -0.084 4.271  0.116
40 H 0.531 -3.138 2.488  0.446
41 C 0.120 -0.560 4.761  -1.111
42 C 2.008 1.161 4.755  -1.260
43 O 1.394 4.224 -1.398  -0.640
44 C 4.366 -1.365 -0.878  -0.531
45 C 1.493 -0.086 4.313  1.083
46 H -2.388 2.664 1.344  0.141
47 H -0.594 -4.277 -2.743  0.516
48 H 2.925 1.250 5.182  0.322
49 O 4.049 -0.428 0.200  -0.082
50 H -2.203 -1.701 -0.037  0.244
51 H 4.696 -2.244 -0.722  0.464
52 H 1.435 -5.634 1.303  0.567
53 H -3.123 -1.483 -1.374  0.691
54 C 4.675 1.064 1.958  -1.145
55 H -2.660 0.854 -2.113  0.232
56 O 0.928 -2.213 -4.370  -0.558
57 H 1.398 -5.220 -0.243  0.311
58 C -1.032 4.192 -1.788  -1.105
59 O -1.298 -2.674 -4.273  -0.252
60 H 1.034 -4.355 -2.676  0.544
61 H 2.404 -4.213 0.886  0.312
62 H 1.798 1.358 5.699  0.440
63 C 0.007 -2.892 -4.024  0.851
64 C -3.184 -1.358 -5.036  -2.287
65 H 2.921 -2.364 -2.234  0.709
66 C 3.042 -1.741 -1.427  -1.195
67 H -0.931 3.380 -2.194  0.496
68 H -3.787 -2.015 -5.314  0.753
69 H 0.146 -5.042 -3.835  0.392
70 H -2.047 4.073 -1.169  0.115
71 H -0.702 6.506 -0.828  0.340
72 H -6.053 1.490 2.668  0.307
73 C 0.439 -2.714 1.536  -0.033
74 H 4.891 -0.888 -1.824  0.259
75 H 2.585 -0.824 -1.676  0.310
76 C -0.419 0.755 0.479  0.748
77 H 1.873 1.995 4.023  0.284
78 C 0.945 1.306 0.738  0.414
79 C -3.348 3.141 1.084  -0.450
80 C 0.138 4.641 -1.080  0.873
81 C -4.938 1.644 2.398  -0.835
82 H -3.467 -0.652 -5.563  0.851

Force components x, y, z for each atom (eV/Å):
-0.3 5.3 -2.1
1.2 -0.7 0.4
-3.3 0.4 -3.8
-1.6 1.8 -0.6
-0.7 -0.2 -1.6
-5.1 -0.1 -6.6
-3.1 0.4 0.7
3.8 1.4 -0.3
8.5 9.1 3.2
0.8 0.0 -1.3
-1.0 -1.4 0.5
-2.6 -1.2 0.9
0.3 0.3 1.1
0.4 -0.3 -1.0
-0.9 -2.2 2.0
0.4 -1.5 -0.3
1.6 -0.2 -0.4
-0.8 -0.9 -0.6
0.4 0.7 -2.5
1.7 1.8 -1.1
-1.9 4.2 -0.2
3.2 4.8 1.4
3.8 -0.1 3.0
-0.2 0.5 0.1
1.0 0.5 2.2
0.3 -0.8 0.3
0.3 0.8 -0.7
0.3 -1.9 -3.5
0.2 0.7 1.7
-5.1 -2.3 -1.7
-0.3 -0.2 1.9
0.6 0.1 -1.3
-4.6 5.4 4.0
1.5 -1.0 1.1
-0.5 1.7 0.2
0.5 -0.3 -1.2
-1.0 -1.1 2.0
2.6 -5.7 -0.6
0.9 -0.7 -0.4
0.0 0.3 2.3
-1.1 1.8 2.7
-0.3 2.0 -3.7
-6.9 1.5 1.9
-2.2 6.5 -4.3
3.4 -8.5 -4.2
-0.5 0.1 0.3
-3.4 -0.5 3.1
4.6 -0.9 -1.0
2.3 -0.6 -0.1
1.5 1.5 -3.1
4.0 -5.6 2.7
-0.2 -4.3 3.7
-1.8 -0.5 -1.0
-11.0 -8.9 -1.9
1.4 -0.9 2.4
-0.1 1.3 -0.9
0.6 -0.8 -2.0
-5.8 7.6 3.3
0.7 -1.1 -0.1
5.9 -0.2 3.8
-0.7 -1.0 -0.2
-4.0 1.6 4.2
2.1 -1.1 1.0
7.2 -2.4 4.8
0.4 -1.7 -1.8
-2.6 1.4 3.5
1.4 -8.8 -4.8
-4.6 -6.8 -3.0
0.4 0.9 -0.4
2.4 0.3 -0.5
-0.5 -0.5 1.4
2.1 0.4 -0.2
2.1 0.5 -2.0
-0.3 -0.5 2.5
-1.0 1.1 -0.7
-1.9 -1.0 4.1
-0.2 -0.5 0.9
1.2 3.2 -2.4
-0.4 1.5 -1.0
7.2 -0.9 -3.3
-1.0 0.4 4.4
-1.8 7.4 -5.3

***

No. 2
The following is a quantum chemistry calculation of a 7-piece molecular cluster, C24H48O10 overall at a distorted geometry, from the OMol25 dataset.

Calculated values
DFT total energy   -1695.319428 Ha
Total charge   0
2S+1   1
ΔE to the lowest compared entry with this formula, charge and spin   747.1 kJ/mol
Structure (SMILES)   CCOC(C)=O.CCOC(C)=O.CCOC(C)=O.CC(C)=O.CC(C)=O.CC(C)=O.CC(C)=O
Strongest force on any atom   10.93 eV/Å
Orbital gap   9.92 eV
LUMO energy   0.4222 eV

Last column: Mulliken charge in e.
Positions of all 82 atoms, in Å:
1 H 6.405 -1.314 -0.836  0.313
2 H -0.777 2.923 -1.135  0.159
3 C 7.661 -2.589 0.421  -1.079
4 H -0.148 4.913 -5.902  0.299
5 H 7.566 -3.458 1.085  0.310
6 C -5.073 -3.325 1.752  -0.818
7 C -1.888 -0.694 0.249  0.211
8 C 0.533 5.554 -5.198  -0.897
9 O 3.768 -2.010 -1.030  -0.651
10 H -5.119 -2.399 2.167  0.232
11 C -2.037 1.705 0.209  -0.085
12 C 6.306 -2.274 -0.313  -0.313
13 H -5.657 -0.081 1.178  0.111
14 H 0.909 3.572 -4.115  0.297
15 H -4.444 -3.253 0.920  0.198
16 H -0.077 6.426 -4.821  0.269
17 H -2.518 3.588 -0.810  0.447
18 H 8.062 -1.795 1.026  0.325
19 H -1.630 -2.853 0.283  -0.145
20 H 2.784 -3.428 1.252  0.216
21 H -1.615 -1.889 -1.452  0.291
22 H -6.948 0.132 2.527  0.368
23 C 2.220 2.636 2.782  0.628
24 H 1.663 5.735 -5.565  0.254
25 H -4.775 0.054 4.109  0.274
26 C 3.064 -2.285 1.257  -0.748
27 H 4.008 4.927 -1.446  0.259
28 H 0.990 -5.021 -4.766  0.477
29 H -3.028 1.551 0.482  0.330
30 H 1.490 4.082 1.292  -0.107
31 H -6.890 1.266 1.122  0.318
32 H -0.292 4.687 -3.327  0.160
33 C 1.973 4.716 -1.871  0.687
34 C 1.840 4.065 2.428  -0.717
35 C 3.104 5.382 -1.227  -0.931
36 O 1.561 5.329 -3.005  -0.320
37 O 1.578 3.593 -1.592  -0.538
38 C 0.625 4.679 -3.972  -0.161
39 H 3.402 -2.099 2.211  0.433
40 O -2.841 -0.889 0.986  -0.492
41 H 1.705 -3.920 -4.270  0.475
42 O -1.353 0.534 -0.065  -0.284
43 H -2.422 -4.149 2.331  0.009
44 H 8.392 -2.871 -0.511  0.289
45 H -0.130 -1.758 -0.488  0.201
46 C 1.400 1.515 2.149  -0.619
47 H -2.817 -5.301 3.336  0.429
48 H 0.488 -3.654 -5.370  0.463
49 O 3.083 2.466 3.791  -0.620
50 C -1.902 2.728 -0.841  -1.209
51 H -3.872 1.760 4.185  0.326
52 H 2.669 4.782 2.550  0.353
53 H 0.547 1.393 2.651  0.371
54 H 0.861 -5.623 -1.949  0.326
55 H -1.745 2.035 1.256  0.183
56 H -2.075 2.082 -1.718  0.337
57 H 2.201 -1.654 1.180  -0.045
58 H 1.771 0.617 2.088  0.205
59 H -6.100 -3.453 1.428  0.369
60 H 1.350 -3.857 -1.737  0.073
61 C -3.157 -4.380 3.117  -0.796
62 C -6.287 0.621 1.802  -0.931
63 H -3.338 0.536 3.054  0.053
64 C 4.096 -2.204 0.144  0.846
65 H 1.079 2.004 1.040  0.130
66 C -4.510 -4.498 2.434  0.735
67 C -5.114 1.483 2.388  0.864
68 H -0.192 -4.362 -0.977  0.098
69 O -1.303 -3.538 -3.126  -0.602
70 H 1.078 4.449 2.952  0.363
71 C -1.311 -1.849 -0.413  -0.053
72 O -4.957 2.761 1.972  -0.609
73 H 2.788 5.357 -0.080  0.021
74 C 0.759 -4.061 -4.495  -1.644
75 C -4.261 0.898 3.445  -0.680
76 C -0.060 -4.024 -3.204  0.901
77 O 5.232 -2.237 0.596  -0.236
78 O -5.013 -5.654 2.389  -0.603
79 H 6.214 -3.061 -0.995  0.335
80 H -3.078 -3.607 3.916  0.274
81 H 3.024 6.261 -1.423  0.595
82 C 0.504 -4.415 -1.866  -0.556

Force components x, y, z for each atom (eV/Å):
-0.3 -0.3 0.0
-1.9 0.3 1.3
0.2 -1.0 -2.5
1.5 1.5 0.7
0.0 0.0 -0.4
-1.7 -2.1 -0.9
-1.5 1.1 0.9
0.2 -1.0 -0.1
0.7 -0.8 1.1
0.8 2.5 2.0
0.4 1.7 4.2
3.0 1.1 1.0
-1.1 0.1 0.5
-0.1 1.8 0.1
0.9 0.5 -1.7
1.2 -0.4 -1.1
-0.5 0.6 0.2
0.2 0.5 -0.1
1.0 2.9 -2.4
0.0 2.1 0.1
-0.4 -0.4 -0.1
0.6 0.0 0.0
3.3 -0.5 5.8
-3.0 0.0 0.4
1.0 1.8 -1.7
-0.9 -3.3 -1.6
1.6 -0.9 -0.2
-0.5 -3.4 -0.5
-2.3 -0.8 -0.4
0.8 0.1 2.3
0.5 -0.5 0.5
0.2 -0.3 -1.2
-0.9 -3.2 -2.4
2.7 -1.3 -4.9
-2.6 -7.9 6.0
0.5 0.4 -0.4
0.0 1.0 0.3
0.0 -1.4 2.8
1.5 0.3 2.0
0.5 1.4 -0.2
4.8 2.2 1.3
0.4 -2.6 -0.8
-0.2 0.8 0.0
-1.4 0.8 2.6
-2.3 -0.3 0.3
0.7 7.3 -4.4
0.6 -3.2 1.7
-1.6 2.3 -2.5
-4.3 0.4 -5.6
3.7 -1.9 -2.7
-1.2 -1.8 -1.6
-0.1 -0.6 0.0
-3.7 0.0 2.2
-0.8 3.3 0.2
0.6 0.1 -1.0
-0.9 0.7 -0.4
-0.5 0.0 -0.9
2.8 -4.6 -0.5
-0.1 -0.7 -0.3
2.5 1.4 0.7
-0.5 3.3 -1.5
1.9 1.2 -1.0
0.6 -0.7 -0.6
-7.0 2.1 -2.4
0.8 -1.9 2.8
-0.6 -3.8 1.4
-1.5 6.2 -2.0
0.6 0.2 -1.5
6.0 -2.3 -1.3
-3.1 0.9 2.3
3.2 -2.8 1.2
-0.5 -7.2 2.1
1.3 -0.3 -2.1
-3.0 -1.3 3.5
-0.1 0.8 3.7
-6.8 2.9 0.5
5.5 -0.7 2.3
0.9 3.4 -0.2
-0.8 -1.0 -1.2
-0.1 -0.7 -0.6
0.0 10.6 -2.7
-1.1 -5.0 -0.6

***

Q: The highest ΔE to the lowest compared entry with this formula, charge and spin belongs to which entry?
A: number 1

***

Q: Which of these has the lowest LUMO energy?
A: number 1